{
  "formula": "C31H44BeBrN3OP2",
  "method": "ωB97M-V/def2-TZVPD",
  "homo_lumo_gap_ev": [5.7, 4.3],
  "homo_energy_ev": [-13.220, -13.105],
  "mol_weight_g_mol": 625.58,
  "lumo_ev": [-7.51, -8.85],
  "e_above_lowest_kj_mol": 590.2,
  "max_force_ev_per_a": 3.8,
  "total_charge": 2,
  "multiplicity": 1,
  "species": ["C", "C", "C", "C", "N", "C", "C", "C", "C", "C", "C", "C", "C", "C", "Be", "P", "H", "H", "H", "H", "H", "H", "H", "H", "C", "C", "H", "H", "H", "H", "H", "C", "C", "H", "H", "H", "H", "H", "C", "C", "H", "H", "H", "H", "H", "Br", "P", "C", "C", "H", "H", "H", "H", "H", "C", "C", "H", "H", "H", "H", "H", "C", "C", "H", "H", "H", "H", "H", "N", "C", "O", "C", "C", "C", "C", "N", "C", "H", "H", "H", "H", "H", "H"],
  "xyz": [[-1.452, -2.589, -7.035], [-0.558, -1.515, -7.275], [-0.417, -1.098, -8.625], [-1.031, -1.847, -9.639], [-1.798, -2.897, -9.385], [-2.026, -3.262, -8.130], [0.237, -0.888, -6.219], [0.560, -0.652, -4.957], [0.835, -0.828, -3.541], [0.144, -0.089, -2.568], [0.689, 0.202, -1.320], [1.816, -0.488, -0.820], [2.405, -1.390, -1.730], [1.891, -1.619, -3.008], [1.135, 0.478, -6.078], [-2.050, 2.055, -0.453], [0.158, -0.214, -8.899], [-1.687, -2.925, -6.024], [-0.904, -1.591, -10.688], [-2.684, -4.125, -7.979], [2.308, -2.427, -3.603], [-0.831, 0.329, -2.830], [3.325, -1.866, -1.414], [0.212, 0.957, -0.691], [-1.341, 2.402, 1.220], [-1.401, 3.834, 1.729], [-0.295, 2.061, 1.168], [-1.860, 1.708, 1.899], [-1.060, 3.847, 2.771], [-0.741, 4.498, 1.159], [-2.415, 4.249, 1.710], [-2.088, 3.666, -1.338], [-2.781, 3.560, -2.694], [-1.041, 3.983, -1.480], [-2.580, 4.408, -0.696], [-2.611, 4.479, -3.267], [-2.390, 2.722, -3.284], [-3.865, 3.428, -2.600], [-3.822, 1.747, -0.055], [-4.646, 2.932, 0.417], [-3.817, 0.961, 0.716], [-4.257, 1.309, -0.967], [-5.686, 2.606, 0.515], [-4.327, 3.285, 1.403], [-4.632, 3.775, -0.280], [2.404, -0.212, 0.875], [3.026, 2.808, -3.435], [1.644, 3.343, -2.373], [1.918, 4.679, -1.646], [1.487, 2.546, -1.634], [0.747, 3.415, -3.006], [0.976, 5.148, -1.330], [2.523, 4.537, -0.738], [2.447, 5.393, -2.292], [4.015, 1.851, -2.208], [5.512, 2.181, -2.227], [3.841, 0.783, -2.393], [3.609, 2.067, -1.208], [6.005, 1.713, -1.365], [6.000, 1.805, -3.133], [5.680, 3.262, -2.161], [2.697, 1.630, -4.768], [3.598, 2.097, -5.923], [1.585, 1.710, -5.025], [2.952, 0.626, -4.395], [3.530, 1.432, -6.790], [3.303, 3.108, -6.241], [4.651, 2.159, -5.602], [-2.875, -2.397, 3.297], [-2.585, -1.589, 2.235], [-2.872, -0.385, 2.257], [-1.862, -2.237, 1.095], [-1.260, -3.509, 1.178], [-0.581, -4.015, 0.070], [-0.556, -3.241, -1.109], [-1.194, -2.084, -1.207], [-1.743, -1.539, -0.131], [-3.435, -1.971, 4.022], [-2.839, -3.405, 3.248], [-1.327, -4.087, 2.102], [-0.072, -4.979, 0.068], [0.004, -3.577, -1.982], [-2.121, -0.514, -0.242]]
}